The following is a DFT calculation (ωB97M-V/def2-TZVPD) of an isolated ion of composition C14H23BrNO2 and charge +1.

The relative energy (zero: lowest compared OMol25 entry of this formula, charge and spin) comes out at 17.4 kJ/mol. Its net charge is +1. Its spin multiplicity is 1. As for the SMILES: CC[C@H](C)[NH2+]CCOCCOc1ccc(Br)cc1.

XYZ file:
```
41
Properties=species:S:1:pos:R:3:forces:R:3
C -1.764 -3.443 0.519 -0.09 0.05 -0.24
C -1.221 2.859 0.103 0.47 0.07 -0.10
H 0.399 2.692 -1.299 0.04 0.03 0.08
C -2.341 0.097 1.080 -0.47 0.52 0.00
H -0.453 0.242 0.296 -0.17 -0.41 0.18
H -1.822 -0.601 -1.514 0.05 0.03 0.18
H -0.728 -1.188 1.138 -0.01 0.22 -0.07
H -1.581 3.832 -0.251 0.02 -0.08 0.07
H 0.622 -0.739 -1.546 0.10 0.09 0.00
H -3.099 -0.652 1.309 0.12 -0.05 0.03
H -3.256 -2.192 -0.394 -0.07 0.00 -0.07
H -2.021 0.565 2.014 0.07 -0.13 -0.06
C -2.923 1.157 0.121 -0.07 -0.27 0.03
H -2.253 -3.063 -1.533 -0.04 0.10 -0.07
C 3.755 -0.411 0.875 0.13 0.03 -0.10
O -1.907 1.820 -0.583 0.24 0.01 -0.11
C 0.267 2.730 -0.212 -0.50 0.26 -0.05
C -1.340 -1.283 -0.811 -0.10 -0.42 -0.53
H 0.814 3.582 0.201 0.00 -0.05 -0.03
H -1.378 2.794 1.183 0.00 0.01 0.01
O 0.718 1.517 0.381 0.11 -0.04 0.06
H 4.994 1.954 -1.202 0.06 0.04 -0.05
H 2.693 2.751 -1.064 -0.05 0.10 -0.06
C 4.279 1.415 -0.601 0.20 -0.25 0.12
H -2.399 -4.325 0.532 -0.02 -0.08 0.10
H -0.745 -3.781 0.356 0.13 -0.06 0.06
H -3.554 1.852 0.686 0.02 -0.10 -0.01
Br 6.462 -0.338 -0.031 -0.32 0.12 0.02
H -3.543 0.683 -0.643 -0.01 0.02 0.13
C 4.667 0.280 0.090 0.24 -0.02 -0.07
H 0.599 -2.257 -0.648 0.09 -0.07 0.09
H -1.837 -2.985 1.504 0.01 0.00 0.16
C 2.971 1.863 -0.522 -0.40 0.07 0.06
C 2.052 1.170 0.252 0.21 -0.22 0.07
H -0.054 -2.184 -2.277 -0.04 -0.06 -0.08
C 2.452 0.034 0.953 -0.15 0.26 -0.11
N -1.148 -0.533 0.470 0.33 0.15 0.00
H 4.066 -1.286 1.423 0.03 -0.08 0.05
C 0.042 -1.637 -1.345 -0.14 0.13 0.03
C -2.231 -2.509 -0.595 0.07 0.11 0.19
H 1.744 -0.483 1.582 -0.09 -0.06 0.11
```
Forces are in eV/Å.

---

The following is a DFT calculation (ωB97M-V/def2-TZVPD) of one molecule with the formula C14H23IN4O4 in a non-equilibrium geometry.

Its net charge is 0. Its spin multiplicity is 1. As for the SMILES: C[C@H](O)CNCCO[C@@H](C#N)[C@](C#N)(CC(=O)I)C[C@H](O)CN. As for the total energy: -37138.947 eV.

XYZ file:
```
46
Properties=species:S:1:pos:R:3:forces:R:3
C -1.671 0.231 0.694 -0.46 0.22 -0.13
H 2.662 -3.676 -0.146 -0.05 -0.17 -0.18
N -2.650 0.612 3.105 -1.35 0.50 3.73
C 0.700 -2.152 0.249 0.18 -0.84 0.39
N -1.765 -1.447 -2.248 0.13 -0.25 -4.48
H 0.089 -3.293 -1.565 0.37 0.15 0.23
C 3.124 2.670 1.186 -1.13 -0.87 0.13
C -1.800 -1.298 0.348 -0.80 -0.66 0.71
H 3.158 3.759 1.326 0.23 -0.35 -0.21
H 0.250 -4.210 -0.037 -0.18 0.51 -0.32
H -2.376 3.004 -0.916 -0.25 -0.76 0.16
H 4.647 1.850 -1.401 -0.13 0.17 0.07
H -0.041 1.165 -1.241 -0.23 0.37 -0.77
H 1.507 -2.338 0.994 -0.45 -0.08 -0.22
N 2.084 -3.815 -0.971 -0.23 0.38 -0.18
C 3.041 2.243 -0.289 1.14 0.61 -0.25
H -0.511 2.592 -2.300 0.22 -0.12 0.33
O -4.935 -0.421 0.799 -1.27 1.98 0.91
H -0.973 -3.063 1.295 0.32 0.42 0.25
C -3.123 -1.922 0.932 0.16 -1.32 -1.18
H 0.608 2.639 0.424 0.33 0.26 -0.05
H -3.112 -2.996 0.659 0.09 0.49 0.03
H -1.510 2.660 0.573 0.09 -0.01 -0.52
H 2.195 2.309 1.683 0.43 0.32 -0.05
N 0.626 3.027 -0.514 -0.25 -0.13 -0.73
C -1.701 2.272 -0.451 0.79 0.78 0.01
O 1.059 -0.959 -0.446 -0.27 -0.09 0.36
H 3.941 2.151 1.713 -0.11 0.41 -0.38
H -0.590 0.449 0.776 -0.40 0.05 -0.14
H -3.129 -1.900 2.033 -0.26 0.53 -0.45
C -2.280 0.551 2.051 2.04 -1.10 -4.39
H 2.971 1.142 -0.400 -0.49 0.45 0.32
I -5.322 -2.155 -1.485 0.34 -0.23 0.19
O 4.316 2.592 -0.881 -0.06 -0.15 -0.03
C -1.849 -1.493 -1.137 0.62 0.87 5.31
H 2.326 4.002 -1.360 -0.01 -0.37 0.37
H 1.892 2.451 -2.085 0.12 0.29 0.35
C -0.363 2.229 -1.276 -0.37 -0.61 1.84
C -0.623 -2.045 1.069 0.08 0.45 -0.92
H -0.408 -1.471 1.991 -0.29 -0.48 -0.18
H 1.459 -0.384 0.221 0.04 0.01 -0.34
C -4.405 -1.324 0.308 1.23 -1.22 0.10
C 0.702 -3.405 -0.660 0.23 -0.39 0.80
O -2.294 0.981 -0.302 -0.08 0.31 -0.29
H 2.107 -4.804 -1.202 0.06 0.21 -0.01
C 1.968 2.986 -1.117 -0.12 -0.51 -0.15
```
Forces are in eV/Å.

---

The following is a DFT calculation (ωB97M-V/def2-TZVPD) of C14H23N2PZr as an isolated structure in a non-equilibrium geometry.

Its net charge is +2. Its spin multiplicity is 1. As for the total energy: -28417.783 eV.

XYZ file:
```
41
Properties=species:S:1:pos:R:3:forces:R:3
H -4.335 -2.488 -1.271 0.02 0.21 -0.45
C -3.216 0.326 -0.199 -0.03 0.10 0.50
H -2.108 0.478 -2.763 0.36 -0.26 0.00
H -4.435 -1.085 -2.397 0.12 -0.21 -0.01
C 0.579 -0.081 -0.706 -1.02 -1.69 -0.29
C -0.142 0.451 -1.809 0.00 0.60 -0.77
C 1.348 2.292 -1.950 0.53 0.76 -0.11
C 1.713 0.624 -0.204 0.43 0.16 0.30
H 0.867 2.439 1.736 -0.10 0.05 0.28
H -2.472 1.104 0.030 -0.23 -0.31 -0.03
N 1.385 0.858 3.019 -0.73 -1.24 -0.14
H 1.666 3.214 -2.441 0.02 -0.23 0.21
H -0.364 1.968 -3.301 0.53 0.12 0.32
P -2.448 -1.084 -1.026 -1.93 1.21 -1.00
C 0.732 -0.362 3.464 0.79 0.32 0.36
H 3.187 1.584 2.418 -0.05 -0.17 -0.26
H -0.487 1.411 2.291 -0.06 0.12 -0.17
H -3.360 -2.490 -2.774 -0.23 0.15 0.14
H -1.156 -0.965 -3.186 -0.17 0.43 0.18
H -0.178 -3.495 -1.975 -1.12 -0.97 -1.48
C 1.811 -3.007 -0.278 1.52 -1.04 0.71
C 2.611 0.654 2.330 0.44 0.14 0.98
H 0.023 -0.734 2.690 -0.16 -0.08 0.08
H 2.736 -0.955 0.832 -0.08 0.33 0.11
H 3.138 -0.124 2.917 0.10 0.59 -0.40
H 1.503 -1.131 3.628 -0.43 0.22 0.07
H 2.959 2.332 -0.516 -0.43 -0.03 -0.14
H -3.645 -0.058 0.738 -0.03 0.35 -0.23
H 0.246 2.550 3.424 -0.06 0.13 -0.27
H -4.010 0.733 -0.847 0.30 -0.16 0.27
C 2.053 1.815 -0.851 0.12 -0.01 -0.16
C -3.774 -1.854 -1.981 -0.16 -0.49 0.33
N 2.890 -3.318 0.101 -2.48 0.73 -0.90
H 3.644 0.556 0.526 -0.32 -0.66 0.15
C 0.249 1.625 -2.458 -0.93 -1.11 0.47
C -1.379 -0.250 -2.364 -0.14 -0.90 0.29
Zr -0.233 -2.123 -0.665 4.48 4.16 3.71
H 0.211 -0.178 4.421 -0.10 -0.24 -0.55
H -0.941 -3.250 -2.042 0.76 -1.29 -1.33
C 2.670 0.139 0.855 0.26 0.09 -0.92
C 0.461 1.879 2.585 0.19 0.12 0.15
```
Forces are in eV/Å.

---

The following is a DFT calculation (ωB97M-V/def2-TZVPD) of C14H23N3O3S as an isolated structure in a non-equilibrium geometry.

The relative energy (zero: lowest compared OMol25 entry of this formula, charge and spin) comes out at 1261.1 kJ/mol. Its net charge is 0. Its spin multiplicity is 1.

XYZ file:
```
44
Properties=species:S:1:pos:R:3:forces:R:3
H 1.482 -0.159 -0.987 0.73 0.08 0.32
H -6.614 1.593 0.955 1.19 3.08 3.98
S -2.832 -1.294 -0.440 5.75 0.38 -6.91
H 0.276 3.552 -0.315 1.40 -2.37 0.17
H -6.790 -2.048 -0.463 1.50 0.93 -1.19
O 4.223 1.698 -0.425 -5.11 -5.43 0.55
N -2.154 0.710 1.183 0.50 -1.38 -0.29
O -0.971 0.809 -0.646 0.31 0.08 -0.65
C 5.859 -0.608 -0.680 5.65 0.29 -8.27
O 3.579 -0.584 -0.124 1.14 -4.12 0.85
H -4.752 0.494 1.288 1.64 7.77 7.29
H 4.055 -2.640 1.059 0.07 -0.55 0.69
C 0.699 2.386 -0.095 -4.96 11.39 12.98
N -1.135 1.612 1.400 -1.24 1.57 1.54
H -3.451 -1.669 1.487 1.60 -0.47 4.67
H 5.295 0.654 1.315 -0.01 -0.96 0.98
H -8.002 0.689 0.162 0.15 -0.38 1.23
N 2.125 0.626 -0.913 -4.19 4.79 -1.19
H -7.172 -0.973 -1.783 1.37 0.60 1.34
C -1.920 0.163 -0.004 -1.20 1.25 2.76
C 5.281 -0.437 1.628 -4.02 3.22 -5.17
C 4.878 -2.542 0.358 -1.74 -1.04 0.35
C 1.416 2.045 -1.064 9.71 -3.46 -13.77
H 4.449 -3.052 -0.473 -0.01 -0.54 -1.26
C -6.279 -1.182 -1.070 -5.09 -1.14 0.91
H 6.939 -0.927 -0.768 -1.02 -0.58 1.91
C -4.833 -0.192 0.708 -1.74 -9.40 -6.50
H -7.069 1.682 -0.857 0.78 -1.34 3.09
H -5.543 -1.431 -1.726 2.36 -1.44 -1.46
H -4.543 -2.444 0.493 0.79 1.99 -0.19
H 5.703 -1.025 -1.739 -0.53 0.91 0.64
H 6.202 -0.674 1.881 4.19 -1.66 1.48
C -5.874 -0.173 -0.098 -3.46 3.33 1.25
H 5.747 -3.167 0.706 -0.51 1.59 -0.31
H 4.494 -0.578 2.299 -0.95 -0.54 1.32
C 4.874 -1.053 0.122 0.71 -1.61 8.74
C 3.320 0.609 -0.414 5.16 7.06 -1.45
H 2.345 2.980 -1.339 -2.70 -3.54 0.96
C -0.516 1.867 0.357 -1.59 -5.83 -1.98
C -3.969 -1.440 0.678 -5.82 0.01 0.98
H 0.813 1.952 -2.069 1.20 0.09 1.76
C -6.968 1.018 0.252 -0.05 -3.03 -9.54
H 1.339 2.727 0.935 -1.54 -1.23 -2.47
H 5.992 0.425 -0.774 -0.42 1.61 -0.13
```
Forces are in eV/Å.

---

Q: What is the net charge in the fourth record?
A: 0

---

Q: Look up the spin multiplicity of the second one.
A: 1

---

Q: Which value of net charge does entry 4 give?
A: 0